67
Properties=species:S:1:pos:R:3:mulliken_charge:R:1 method="wB97M-V/def2-TZVPD" relative_energy_kj_mol=360.1 homo_ev=-4.2 charge=-1 homo_lumo_gap_ev=6.03 e_tot_ev=-37706.924
C 0.605 -0.434 0.026 -0.702
C 0.793 0.891 -0.722 0.542
O 0.271 0.950 -1.837 -0.702
O 1.441 1.854 -0.207 -0.766
H 0.124 -1.178 -0.609 0.243
H 0.061 -0.310 0.962 0.209
H 1.621 -0.807 0.156 0.178
C -0.843 7.666 -1.475 -0.489
O -0.087 7.583 -0.314 -0.504
H -1.882 7.906 -1.252 0.202
H -0.478 8.529 -2.032 0.182
H -0.900 6.703 -1.982 0.269
H 0.143 6.656 -0.218 0.339
C 0.306 5.160 -7.797 -0.459
O -0.793 4.447 -7.190 -0.511
H 1.162 4.510 -7.976 0.231
H -0.052 5.622 -8.717 0.198
H 0.599 5.965 -7.123 0.231
H -0.490 3.941 -6.432 0.309
C 1.926 -3.391 -5.127 -0.494
O 1.934 -2.155 -5.794 -0.517
H 0.896 -3.660 -4.893 0.232
H 2.305 -4.209 -5.739 0.225
H 2.533 -3.265 -4.230 0.225
H 1.587 -1.524 -5.158 0.330
C 2.958 2.748 5.868 -0.523
O 2.568 3.735 4.906 -0.489
H 2.529 1.748 5.800 0.246
H 4.037 2.615 5.781 0.250
H 2.734 3.169 6.848 0.206
H 2.650 3.277 4.066 0.310
C -5.360 -3.138 0.992 -0.507
O -6.134 -3.327 -0.188 -0.512
H -4.290 -3.280 0.838 0.235
H -5.661 -2.136 1.297 0.249
H -5.787 -3.703 1.821 0.221
H -5.767 -2.802 -0.903 0.314
C -2.994 1.716 6.985 -0.500
O -4.293 2.203 7.097 -0.499
H -2.867 0.683 7.309 0.225
H -2.553 1.849 5.997 0.261
H -2.378 2.269 7.694 0.206
H -4.761 2.013 6.280 0.308
C 7.170 0.180 0.189 -0.537
O 6.773 1.519 0.037 -0.506
H 8.224 0.030 -0.046 0.238
H 6.833 -0.262 1.126 0.233
H 6.695 -0.405 -0.598 0.247
H 5.814 1.553 0.063 0.324
C -0.141 -4.800 5.731 -0.517
O -0.824 -5.802 5.001 -0.482
H 0.582 -5.241 6.417 0.231
H 0.372 -4.069 5.107 0.226
H -0.894 -4.193 6.233 0.235
H -1.574 -6.013 5.561 0.308
C -5.325 0.062 -5.507 -0.548
O -4.733 -0.352 -4.260 -0.478
H -4.761 -0.248 -6.387 0.256
H -6.264 -0.486 -5.581 0.212
H -5.588 1.120 -5.528 0.251
H -3.863 0.050 -4.304 0.309
C 2.671 -6.695 0.559 -0.516
O 1.256 -6.634 0.446 -0.489
H 3.063 -5.760 0.960 0.246
H 3.059 -7.541 1.126 0.240
H 3.081 -6.818 -0.443 0.214
H 0.961 -6.283 1.290 0.303